(1)
{
  "formula": "C4H6N2O",
  "method": "ωB97M-V with the def2-TZVPD basis set",
  "smiles": "Cc1cc(N)on1",
  "de_lowest_kcal_mol": 103.7,
  "energy_ev": -9269.0034,
  "orbital_gap_ev": 8.879,
  "species": ["C", "C", "N", "O", "C", "N", "C", "H", "H", "H", "H", "H", "H"],
  "xyz": [[-2.01731, -0.06954, 0.18766], [-0.72341, 0.18966, -0.48130], [-0.33400, -0.60415, -1.42826], [1.03791, -0.50830, -1.43092], [1.29411, 0.23750, -0.08874], [2.31059, -0.42266, 0.47734], [0.27494, 1.09274, 0.10592], [-2.44874, -0.96669, -0.25786], [-1.87241, -0.25880, 1.26300], [-2.66905, 0.78938, 0.07289], [2.49786, -0.56692, 1.45993], [2.53428, -1.16947, -0.15948], [0.12346, 2.13993, 0.37898]],
  "atomic_forces_ev_per_a": [[-0.575, 0.231, -0.210], [-1.050, 0.212, -0.747], [-0.624, 0.109, 0.797], [1.015, 0.779, 2.513], [0.670, -0.589, -2.295], [0.578, 0.352, -0.530], [0.133, -0.731, -0.111], [-0.205, 0.200, -0.008], [0.081, 0.138, -0.387], [-0.446, 0.047, 0.146], [-0.361, 0.516, -0.275], [0.605, -0.328, 0.311], [0.180, -0.936, 0.796]]
}

(2)
{
  "formula": "C3H10N",
  "method": "ωB97M-V with the def2-TZVPD basis set",
  "total_charge": 1,
  "de_lowest_kcal_mol": 37.9,
  "energy_ev": -4755.2230,
  "orbital_gap_ev": 12.465,
  "species": ["C", "C", "C", "N", "H", "H", "H", "H", "H", "H", "H", "H", "H", "H"],
  "xyz": [[-1.02033, -1.11471, -0.04993], [-0.30949, 1.43334, -0.08102], [-0.05528, 0.02687, 0.39237], [1.39407, -0.33965, -0.13051], [-1.89026, -1.12969, 0.68640], [-1.34354, -1.05702, -1.19543], [-0.61103, -2.04620, 0.17185], [0.60217, 2.04666, 0.08963], [-1.27352, 1.79582, 0.31112], [-0.42051, 1.46032, -1.21415], [-0.00534, -0.03564, 1.73411], [1.27399, -0.03802, -1.13728], [1.50288, -1.41579, 0.07314], [2.15247, 0.17410, 0.47565]],
  "atomic_forces_ev_per_a": [[-1.635, 2.331, -0.834], [0.061, -0.032, -1.548], [0.185, -1.287, 3.750], [-0.414, -0.891, 2.064], [0.666, 0.507, -1.446], [0.554, -0.051, 2.615], [1.091, -1.735, 0.007], [-1.023, 0.099, 0.478], [0.765, 0.240, 0.095], [-0.026, -0.283, 1.126], [0.107, 0.284, -4.261], [1.285, -0.811, 1.139], [0.059, 2.580, -1.179], [-1.674, -0.951, -2.005]]
}

(3)
{
  "formula": "C4H11NO2",
  "method": "ωB97M-V with the def2-TZVPD basis set",
  "de_lowest_kcal_mol": 89.6,
  "energy_ev": -9908.3555,
  "orbital_gap_ev": 9.135,
  "species": ["C", "O", "O", "H", "H", "H", "H", "C", "C", "C", "N", "H", "H", "H", "H", "H", "H", "H"],
  "xyz": [[-1.58268, -0.89137, -0.11659], [-2.02358, -0.62770, -1.42967], [-1.06033, -2.20493, -0.00006], [-1.23988, -0.50060, -1.98154], [-1.67180, -2.83783, -0.40756], [-2.49907, -0.82084, 0.48506], [-0.29106, -0.35278, -0.03725], [2.19687, -0.59462, -0.00053], [-0.41005, 1.99154, 0.46074], [0.88508, 1.33449, 0.55750], [1.01247, 0.22542, -0.09086], [1.52640, 1.53198, 1.42274], [2.81525, -0.32466, 0.86070], [2.77915, -0.50918, -0.91941], [1.86423, -1.63182, 0.08013], [-0.74549, 2.12207, -0.56767], [-0.40861, 2.97059, 0.93311], [-1.14692, 1.12025, 0.75117]],
  "atomic_forces_ev_per_a": [[2.657, 0.083, -0.373], [0.051, 0.113, -0.159], [-0.212, -0.818, -0.221], [-0.102, -0.034, 0.066], [-0.015, 0.131, 0.146], [0.448, 0.463, 0.213], [-3.491, -0.566, 0.272], [-0.210, -0.217, 0.376], [-1.268, -0.596, -0.438], [0.086, -2.307, 0.150], [0.800, 1.594, -0.395], [0.418, 0.408, -0.364], [0.121, -0.076, -0.012], [-0.034, 0.078, 0.047], [0.160, 0.037, 0.083], [0.322, 0.122, -0.207], [-0.563, -0.329, 0.493], [0.831, 1.914, 0.323]]
}

(4)
{
  "formula": "C4H4BrClS",
  "method": "ωB97M-V with the def2-TZVPD basis set",
  "de_lowest_kcal_mol": 75.1,
  "energy_ev": -97608.9297,
  "orbital_gap_ev": [5.759, 5.761],
  "species": ["C", "C", "C", "C", "S", "Cl", "Br", "H", "H", "H", "H"],
  "xyz": [[0.35209, 0.16061, 0.45953], [0.48713, 1.40586, -0.00017], [-0.50209, -1.05421, -0.20590], [-1.71449, -0.52308, -0.95146], [-0.28921, 2.18013, -1.33944], [0.57544, -1.96433, -1.35741], [-3.24363, 0.06548, 0.09897], [0.88626, -0.16699, 1.28826], [1.22613, 2.00885, 0.54497], [-0.95308, -1.88092, 0.53594], [-1.77946, -0.54087, -1.98189]],
  "atomic_forces_ev_per_a": [[-1.796, -1.702, -1.169], [-0.405, 0.158, -0.610], [-1.119, 0.607, 0.588], [1.120, 1.879, 3.467], [-0.544, -1.751, 0.679], [-0.490, 0.278, 0.294], [1.692, -0.783, -1.279], [0.905, -0.503, 1.400], [-0.210, -0.153, -0.244], [1.369, 2.105, -1.160], [-0.521, -0.134, -1.966]]
}